The following is a quantum chemistry calculation of C18H25NO4 in the gas phase, from the OMol25 dataset.

Properties
Energy relative to the best compared isomer or geometry (same formula, charge and spin) in kcal per mole: 17.4
HOMO-LUMO gap in hartree: 0.3420
Maximum force in eV Å⁻¹: 0.7
Structure (SMILES): COc1ccccc1CCC(=O)OCC(=O)NC1CCCCC1
HOMO in eV: -8.568
LUMO energy in eV: 0.7
M in u: 319.4
Electronic energy in Eh: -1056.65267

```
! RIJCOSX wB97M-V def2-TZVPD def2/J DEFGRID3
* xyz 0 1
C -5.5589 -0.1370 -1.0445
O -4.5298 0.2551 -0.1707
C -3.4658 -0.5837 0.0069
C -3.3293 -1.8156 -0.6185
C -2.2264 -2.6121 -0.3582
C -1.2560 -2.1918 0.5288
C -1.3871 -0.9583 1.1458
C -2.4747 -0.1415 0.8969
C -2.6039 1.1973 1.5649
C -2.5011 2.3628 0.5637
C -1.2008 2.3216 -0.1926
O -0.9182 1.5179 -1.0500
O -0.3879 3.3050 0.1948
C 0.8304 3.5124 -0.5165
C 2.0008 2.6266 -0.0479
O 2.9865 3.1057 0.4712
N 1.8292 1.3237 -0.3090
C 2.8388 0.3215 -0.0321
C 2.3235 -0.6965 0.9852
C 3.3833 -1.7579 1.2639
C 3.7841 -2.4625 -0.0282
C 4.3002 -1.4494 -1.0451
C 3.2416 -0.3872 -1.3263
H -6.2889 0.6713 -1.0213
H -6.0384 -1.0638 -0.7132
H -5.1920 -0.2623 -2.0683
H -4.0764 -2.1678 -1.3121
H -2.1361 -3.5678 -0.8528
H -0.4046 -2.8205 0.7433
H -0.6320 -0.6218 1.8416
H -1.8289 1.3045 2.3258
H -3.5807 1.2662 2.0485
H -2.5740 3.3123 1.0929
H -3.3160 2.2716 -0.1548
H 1.0979 4.5553 -0.3391
H 0.6606 3.3355 -1.5852
H 0.9723 1.0161 -0.7556
H 3.6981 0.8594 0.3821
H 2.0553 -0.1817 1.9101
H 1.4261 -1.1694 0.5811
H 4.2622 -1.2839 1.7061
H 2.9973 -2.4841 1.9822
H 2.9170 -2.9822 -0.4426
H 4.5546 -3.2079 0.1781
H 5.1986 -0.9680 -0.6531
H 4.5692 -1.9558 -1.9741
H 2.3563 -0.8567 -1.7631
H 3.6240 0.3457 -2.0394
*
```